# 1
ORCA calculation (ωB97M-V with the def2-TZVPD basis set) on a molecular structure, C25H34BBeBr2Cl3FLiN3O12S at a distorted geometry.

Each line ends with the Löwdin charge.
CARTESIAN COORDINATES (ANGSTROEM)
C (3.931, -1.779, -1.414)  0.14
C (2.879, -0.840, -1.636)  -0.02
C (1.353, -0.174, -1.480)  -0.05
C (1.119, 0.958, -0.497)  0.04
B (2.311, 1.600, 0.465)  -0.46
C (3.592, 2.370, -0.228)  -0.18
O (2.144, 1.393, 1.947)  -0.10
C (-0.462, 1.496, -0.412)  -0.15
O (-0.760, 2.796, -0.336)  -0.02
C (-1.600, 0.272, -0.484)  -0.05
C (-2.937, 0.290, 0.522)  -0.11
C (-2.857, -0.698, 1.824)  0.06
C (-4.198, -0.719, 2.815)  -0.12
C (-5.470, 0.264, 2.372)  -0.08
C (-5.257, 1.158, 1.016)  -0.07
N (-4.055, 1.206, 0.116)  0.07
C (-1.364, -0.870, -1.455)  0.08
C (0.044, -0.747, -2.350)  -0.14
O (0.109, -1.045, -3.668)  -0.03
H (4.857, -2.511, -1.438)  0.07
H (3.274, 3.421, -0.638)  0.07
H (3.995, 1.696, -1.111)  0.07
H (4.484, 2.440, 0.557)  0.00
H (2.004, 0.387, 2.061)  0.10
H (-1.889, -1.331, 2.006)  0.12
H (-4.219, -1.404, 3.770)  0.00
H (-6.452, 0.286, 3.009)  0.07
H (-6.180, 1.849, 0.702)  0.12
H (-2.080, -1.794, -1.561)  0.13
Li (-5.152, -0.736, 4.774)  0.48
F (2.948, 0.884, 3.884)  -0.57
Cl (4.748, 0.487, 1.184)  0.18
Br (6.872, -0.216, 3.603)  0.61
C (8.819, -0.331, 3.565)  -0.71
C (9.322, -0.618, 2.170)  -0.70
Br (9.071, -2.494, 1.700)  0.59
H (9.108, -1.092, 4.296)  0.04
H (9.168, 0.647, 3.908)  0.05
H (10.401, -0.452, 2.108)  0.05
H (8.823, -0.026, 1.398)  0.06
C (-8.689, -4.480, 4.295)  -0.06
C (-8.573, -3.825, 5.662)  -0.50
C (-9.934, -3.676, 6.323)  -0.06
O (-7.973, -2.540, 5.521)  -0.09
H (-9.306, -3.873, 3.621)  0.08
H (-7.704, -4.569, 3.826)  0.08
H (-9.133, -5.477, 4.371)  0.09
H (-7.917, -4.425, 6.303)  0.14
H (-10.594, -3.041, 5.722)  0.08
H (-9.836, -3.193, 7.301)  0.08
H (-10.415, -4.650, 6.460)  0.09
H (-8.549, -2.001, 4.954)  0.09
C (-1.955, -3.096, -6.188)  -0.72
O (-0.918, -3.718, -6.353)  0.04
N (-2.124, -2.219, -5.181)  0.16
N (-3.021, -3.230, -6.996)  0.13
H (-2.971, -1.697, -5.029)  0.09
H (-1.346, -2.088, -4.549)  0.06
H (-2.936, -3.881, -7.767)  0.11
H (-3.884, -2.726, -6.876)  0.08
Be (-3.294, -0.812, 7.103)  0.35
C (-3.177, -1.340, -10.075)  -1.03
Cl (-3.071, -1.913, -11.743)  0.50
Cl (-4.861, -1.210, -9.553)  0.48
H (-2.656, -2.044, -9.422)  0.01
H (-2.707, -0.356, -10.006)  0.03
O (4.761, -4.513, -4.958)  -0.27
S (5.706, -3.636, -4.242)  0.23
O (5.724, -3.998, -2.813)  -0.32
O (5.280, -2.232, -4.387)  -0.27
O (7.056, -3.802, -4.808)  -0.29
C (2.956, 6.983, 0.365)  -0.02
C (4.149, 6.979, 1.300)  -0.35
C (5.414, 7.447, 0.648)  -0.13
O (6.414, 6.749, 1.366)  0.06
C (5.829, 5.602, 1.826)  -0.50
O (6.441, 4.657, 2.296)  0.15
O (4.472, 5.653, 1.688)  0.09
H (2.043, 6.735, 0.917)  0.09
H (2.821, 7.960, -0.108)  0.09
H (3.064, 6.221, -0.415)  0.09
H (3.926, 7.557, 2.205)  0.16
H (5.554, 8.527, 0.745)  0.14
H (5.490, 7.172, -0.410)  0.14

## Properties
ΔE to the lowest compared entry with this formula, charge and spin ... 290.3 kcal per mole
Total charge ... -1
Orbital gap ... 1.86 eV
Electronic energy ... -9112.9721 a.u.


# 2
ORCA calculation (ωB97M-V with the def2-TZVPD basis set) on a molecular structure, C25H34CaGeN3O8S2.

Each line ends with the Löwdin charge.
CARTESIAN COORDINATES (ANGSTROEM)
Ca (-1.096, 0.241, 0.328)  1.16
C (0.466, 2.456, 4.494)  -0.16
C (0.513, 1.869, 3.092)  -0.81
S (-0.162, 0.257, 2.967)  0.44
C (1.074, 2.611, 2.111)  -0.73
C (1.636, 3.997, 2.301)  -0.15
S (1.127, 2.092, 0.400)  0.58
H (0.034, 1.732, 5.178)  0.04
H (-0.147, 3.361, 4.519)  0.08
H (1.464, 2.720, 4.854)  0.07
H (1.754, 4.250, 3.353)  0.05
H (0.989, 4.755, 1.846)  0.07
H (2.614, 4.086, 1.819)  0.06
C (-4.883, -1.481, 0.617)  0.01
C (-3.674, -2.309, 0.363)  -0.34
N (-2.458, -1.843, 0.177)  0.08
C (-1.638, -2.932, -0.027)  -0.11
C (-2.385, -4.076, 0.034)  -0.08
N (-3.668, -3.656, 0.285)  0.17
C (-2.119, -5.534, -0.081)  -0.50
O (-0.877, -5.903, -0.268)  0.12
O (-3.048, -6.310, 0.051)  0.07
C (-0.164, -2.750, -0.270)  -0.57
O (0.535, -3.782, -0.350)  0.03
O (0.239, -1.566, -0.371)  -0.14
H (-4.571, -0.465, 0.854)  0.07
H (-5.461, -1.876, 1.453)  0.08
H (-5.527, -1.451, -0.263)  0.09
H (-4.437, -4.299, 0.388)  0.17
H (-0.242, -5.088, -0.331)  0.07
C (3.626, -2.165, -3.584)  -0.11
C (4.268, -0.781, -3.542)  -0.27
C (4.315, -0.182, -2.135)  -0.30
C (2.932, 0.125, -1.561)  -0.34
Ge (2.973, 0.817, 0.269)  0.69
C (3.010, -0.646, 1.557)  -0.33
C (4.018, -1.737, 1.192)  -0.29
C (5.473, -1.283, 1.201)  -0.30
C (6.437, -2.413, 0.862)  -0.12
H (3.639, -2.577, -4.595)  0.06
H (2.588, -2.139, -3.249)  0.07
H (4.163, -2.859, -2.932)  0.07
H (3.718, -0.100, -4.199)  0.10
H (5.286, -0.843, -3.938)  0.10
H (4.914, 0.734, -2.153)  0.10
H (4.847, -0.880, -1.479)  0.08
H (2.302, -0.767, -1.519)  0.04
H (2.414, 0.852, -2.195)  0.07
H (4.163, 1.795, 0.442)  -0.03
H (1.998, -1.049, 1.565)  0.02
H (3.191, -0.245, 2.557)  0.07
H (3.774, -2.149, 0.206)  0.10
H (3.904, -2.572, 1.893)  0.11
H (5.713, -0.868, 2.186)  0.11
H (5.611, -0.464, 0.488)  0.07
H (6.341, -3.234, 1.576)  0.07
H (7.476, -2.077, 0.874)  0.06
H (6.227, -2.816, -0.132)  0.07
O (-3.021, 1.655, 0.634)  -0.12
C (-3.103, 1.817, -0.610)  -0.66
O (-2.270, 1.366, -1.438)  -0.12
C (-4.288, 2.583, -1.148)  -0.11
C (-4.424, 2.793, -2.514)  0.00
C (-5.512, 3.495, -3.015)  -0.06
C (-6.474, 3.993, -2.152)  -0.01
C (-6.318, 3.773, -0.794)  -0.14
C (-5.244, 3.078, -0.272)  0.07
N (-7.345, 4.305, 0.130)  -0.35
O (-8.284, 4.912, -0.355)  0.06
O (-7.186, 4.128, 1.320)  0.08
H (-3.659, 2.394, -3.167)  0.12
H (-5.612, 3.658, -4.080)  0.10
H (-7.332, 4.544, -2.508)  0.11
H (-5.134, 2.923, 0.791)  0.13

## Properties
ΔE to the lowest compared entry with this formula, charge and spin ... 3.3 kcal per mole
Total charge ... -1
Orbital gap ... 5.86 eV
Electronic energy ... -5290.4344 a.u.


# 3
ORCA calculation (ωB97M-V with the def2-TZVPD basis set) on a molecular structure, C25H34CsN5O3S2Si2.

Each line ends with the Löwdin charge.
CARTESIAN COORDINATES (ANGSTROEM)
Cs (0.031, -0.391, -0.435)  1.04
C (3.207, -1.645, -1.114)  -0.23
Si (3.987, 0.053, -0.789)  0.29
C (5.175, -0.234, 0.677)  -0.20
C (5.204, 0.238, -2.243)  -0.20
N (2.674, 1.075, -0.598)  -0.18
C (2.762, 2.436, -0.413)  -0.36
C (3.964, 3.119, -0.187)  -0.10
C (4.062, 4.504, -0.020)  -0.18
C (2.910, 5.264, -0.080)  -0.18
C (1.690, 4.620, -0.307)  -0.11
C (1.544, 3.234, -0.470)  -0.36
N (0.332, 2.622, -0.725)  -0.19
Si (-1.050, 3.432, -1.201)  0.28
C (-0.898, 4.458, -2.791)  -0.19
C (-1.956, 4.652, -0.035)  -0.19
C (-2.342, 2.106, -1.548)  -0.23
H (3.850, -2.463, -1.442)  0.02
H (2.463, -1.445, -1.896)  0.00
H (2.712, -1.940, -0.186)  0.00
H (5.841, -1.070, 0.439)  0.01
H (4.623, -0.486, 1.586)  0.01
H (5.791, 0.641, 0.902)  0.00
H (5.899, -0.606, -2.215)  0.01
H (5.784, 1.165, -2.213)  0.01
H (4.673, 0.217, -3.199)  0.01
H (4.876, 2.528, -0.141)  0.06
H (5.027, 4.971, 0.154)  0.07
H (2.945, 6.343, 0.039)  0.07
H (0.789, 5.226, -0.366)  0.06
H (-0.130, 5.228, -2.699)  0.01
H (-1.847, 4.944, -3.040)  0.01
H (-0.615, 3.810, -3.624)  0.02
H (-1.376, 5.562, 0.140)  0.01
H (-2.161, 4.217, 0.946)  -0.02
H (-2.916, 4.946, -0.473)  0.02
H (-1.981, 1.427, -2.329)  0.02
H (-3.324, 2.474, -1.868)  0.02
H (-2.527, 1.494, -0.664)  -0.03
C (-1.829, 2.331, 3.180)  0.00
C (-2.799, 1.247, 2.846)  -0.28
C (-2.769, 0.009, 3.390)  0.01
C (-3.651, -0.964, 2.866)  -0.30
N (-4.508, -0.718, 1.899)  0.10
C (-4.591, 0.539, 1.390)  -0.87
S (-5.631, 0.956, 0.144)  0.54
N (-3.736, 1.492, 1.902)  0.10
C (-3.587, -2.370, 3.368)  -0.02
H (-1.265, 2.069, 4.073)  0.08
H (-2.340, 3.282, 3.338)  0.09
H (-1.121, 2.454, 2.357)  0.09
H (-2.044, -0.245, 4.147)  0.12
H (-3.738, 2.380, 1.411)  0.12
H (-3.187, -2.411, 4.382)  0.08
H (-2.921, -2.962, 2.733)  0.06
H (-4.575, -2.822, 3.333)  0.08
O (-0.789, -2.814, -2.106)  -0.07
C (-0.690, -3.560, -1.136)  -0.59
N (-0.367, -3.240, 0.135)  -0.20
S (-0.292, -4.507, 1.102)  0.60
O (-1.276, -4.433, 2.162)  -0.34
O (1.053, -4.805, 1.524)  -0.32
C (-0.810, -5.720, -0.100)  -0.21
C (-1.022, -7.080, 0.007)  -0.05
C (-1.417, -7.762, -1.138)  -0.10
C (-1.586, -7.086, -2.345)  -0.09
C (-1.364, -5.717, -2.430)  -0.01
C (-0.974, -5.045, -1.287)  -0.13
H (-0.885, -7.591, 0.951)  0.11
H (-1.596, -8.829, -1.092)  0.09
H (-1.896, -7.638, -3.224)  0.09
H (-1.489, -5.168, -3.355)  0.12

## Properties
Total charge ... -2
Orbital gap ... 3.95 eV
Electronic energy ... -2868.2331 a.u.


# 4
ORCA calculation (ωB97M-V with the def2-TZVPD basis set) on a molecular structure, C25H34N2OTi at a distorted geometry.

Each line ends with the Löwdin charge.
CARTESIAN COORDINATES (ANGSTROEM)
C (-5.060, 0.050, -0.826)  -0.17
C (-5.066, 1.341, -1.645)  -0.15
H (-5.235, -0.817, -1.464)  0.08
H (-5.911, 0.089, -0.146)  0.08
H (-4.174, -0.134, -0.220)  0.01
H (-4.228, 1.482, -2.324)  0.03
H (-5.982, 1.340, -2.246)  0.08
H (-5.150, 2.229, -1.006)  0.08
C (0.248, -2.646, -1.101)  -0.03
C (1.077, -3.756, -1.250)  0.01
C (2.235, -3.676, -2.030)  0.04
C (2.552, -2.472, -2.642)  0.05
H (-0.693, -2.638, -0.550)  0.14
H (0.799, -4.675, -0.742)  0.14
H (2.885, -4.537, -2.133)  0.14
H (3.444, -2.355, -3.253)  0.13
N (0.571, -1.477, -1.738)  -0.03
C (1.737, -1.362, -2.458)  -0.18
C (2.019, -0.022, -2.924)  -0.17
N (1.206, 0.971, -2.423)  -0.02
C (1.450, 2.277, -2.741)  -0.03
C (3.307, 1.616, -4.136)  0.03
C (2.468, 2.610, -3.630)  0.01
H (0.788, 2.998, -2.256)  0.14
H (2.599, 3.654, -3.927)  0.14
C (3.098, 0.299, -3.757)  0.05
H (3.740, -0.516, -4.086)  0.13
H (4.113, 1.857, -4.841)  0.15
Ti (-0.185, 0.275, -1.114)  1.21
C (-1.972, 0.900, -1.778)  -0.17
H (-2.027, 0.789, -2.882)  0.06
H (-2.093, 1.969, -1.483)  0.07
H (-2.761, 0.259, -1.346)  0.00
C (3.193, -1.131, 1.218)  -0.05
C (3.008, 0.256, 1.832)  -0.37
C (3.297, 1.334, 0.792)  -0.05
C (1.690, 0.417, 2.588)  -0.12
C (1.743, 0.713, 3.957)  0.00
C (0.585, 0.765, 4.739)  -0.03
C (-0.642, 0.466, 4.152)  -0.01
C (-0.736, 0.175, 2.783)  -0.13
C (-2.074, -0.181, 2.159)  -0.39
C (-2.622, -1.485, 2.753)  -0.05
C (-3.053, 0.981, 2.300)  -0.04
C (0.417, 0.296, 1.993)  -0.21
O (0.229, 0.433, 0.648)  -0.19
H (2.472, -1.282, 0.403)  0.05
H (3.021, -1.904, 1.973)  0.10
H (4.222, -1.247, 0.844)  0.10
H (3.774, 0.370, 2.609)  0.14
H (2.800, 1.113, -0.162)  0.04
H (2.944, 2.304, 1.151)  0.09
H (4.383, 1.397, 0.621)  0.10
H (2.726, 0.876, 4.394)  0.12
H (0.640, 0.994, 5.811)  0.13
H (-1.569, 0.428, 4.729)  0.13
H (-1.966, -0.365, 1.079)  0.09
H (-2.906, -1.379, 3.810)  0.09
H (-3.540, -1.787, 2.238)  0.08
H (-1.891, -2.303, 2.656)  0.09
H (-2.618, 1.924, 1.933)  0.10
H (-3.980, 0.798, 1.744)  0.07
H (-3.344, 1.107, 3.351)  0.09

## Properties
ΔE to the lowest compared entry with this formula, charge and spin ... 0.0 kcal per mole
Total charge ... +2
Orbital gap ... 5.66 eV
Electronic energy ... -2006.7159 a.u.